Below is the ion C3H6NS with charge +1, with properties calculated with ωB97M-V/def2-TZVPD.

Its net charge is +1. The calculation puts the largest force on an atom at 4.70 eV Å⁻¹. Its molar mass is 88.15 g mol⁻¹. The calculation puts the highest occupied orbital energy at -0.555 Ha. The total energy is -570.47247 Eh. The value obtained for the relative energy (zero: lowest compared OMol25 entry of this formula, charge and spin) is 28.6 kcal per mole.

Last column: Mulliken charge in e.
CARTESIAN COORDINATES (ANGSTROEM)
H -0.5317 1.5955 -0.0987  0.3065
H 1.4607 -0.0831 -1.4013  0.2584
C -1.6515 1.1476 0.0113  -0.2199
H -2.4870 1.7563 -0.1142  0.3609
H 2.1172 -0.7847 0.9192  0.2784
H 0.0088 -1.9656 -0.6538  0.3767
S -1.6947 -0.4609 0.0714  0.1758
C 1.1228 -0.4175 0.6383  -0.3371
C 0.0219 -0.9836 -0.1632  0.0789
N 0.7991 0.0987 -0.6635  -0.5146
H 0.8346 0.0974 1.4546  0.2359

Cartesian forces, eV/Å:
H -2.647 -0.922 0.134
H 0.131 -0.370 -0.129
C 4.636 -0.587 -0.545
H -1.538 0.783 0.290
H -0.448 -0.945 -0.955
H 0.121 0.350 0.397
S -0.988 0.273 0.204
C 1.701 -1.190 -0.933
C 0.237 -0.706 -1.061
N 0.185 0.915 0.223
H -1.392 2.397 2.375